Here is a 3-piece molecular cluster, C23H31NO2S2 overall in a non-equilibrium geometry from OMol25. Energies are from the ωB97M-V functional and the def2-TZVPD basis.

The geometry in XYZ format:
```
59
Properties=species:S:1:pos:R:3
S -1.41 1.50 0.03
S 5.49 0.54 0.51
O -2.46 6.22 1.75
O 0.61 -4.11 -3.23
N -0.03 -0.66 1.42
C 6.44 -0.90 1.11
C 2.12 -0.33 0.35
C 0.80 0.05 0.52
C -1.64 -3.51 -3.67
C -3.29 -0.51 -0.32
C 4.35 -0.12 -0.75
C 0.31 1.11 -0.23
C -1.97 4.87 1.76
C 1.10 1.78 -1.12
C 2.92 0.34 -0.56
C 0.18 -3.22 -2.19
C -2.95 -2.71 0.44
C 5.52 -2.08 1.55
C -0.39 -4.17 -4.24
C -3.91 4.93 3.10
C -2.58 4.20 2.98
C -3.53 6.34 2.69
C 2.42 1.40 -1.29
C -1.27 -1.05 0.88
C -1.75 -2.34 0.98
C -3.76 -1.80 -0.21
C -1.03 -2.48 -2.73
C -2.07 -0.15 0.19
H 4.66 0.10 -1.78
H 7.02 -0.52 1.96
H -0.56 -5.22 -4.52
H -3.87 0.26 -0.83
H -4.36 6.89 2.23
H -1.97 4.39 3.87
H -1.71 -2.15 -1.95
H -0.02 -3.64 -5.12
H 4.49 -1.75 1.72
H -2.22 -4.24 -3.10
H 2.49 -1.16 0.94
H 4.33 -1.22 -0.66
H -4.71 -2.11 -0.64
H 3.11 1.89 -1.97
H 0.47 -1.46 1.80
H -4.35 4.88 4.10
H 5.92 -2.55 2.45
H -1.17 -3.11 1.48
H 0.69 2.59 -1.72
H -2.29 4.38 0.84
H -2.68 3.12 2.86
H -0.71 -1.60 -3.30
H -2.28 -3.08 -4.44
H -0.09 -3.82 -1.31
H -3.31 -3.73 0.50
H 5.47 -2.80 0.73
H 7.13 -1.27 0.34
H -4.63 4.51 2.39
H -3.17 6.92 3.54
H 0.99 -2.55 -1.92
H -0.88 4.88 1.79
```

Computed properties:
**Net charge**: 0
**F_max**: 1.7 eV/A
**E**: -1896.59604 hartree
**Multiplicity**: 1

Results of the Mulliken charge analysis, in e, for atoms 1 through 4: number 1, S, carries -0.3443; number 2, S, carries -0.1216; number 3, O, carries -0.4373; number 4, O, carries -0.4540

=====

Here is C44H30ClN8O8SZr as an isolated structure in a non-equilibrium geometry from OMol25. Energies are from the ωB97M-V functional and the def2-TZVPD basis.

The geometry in XYZ format:
```
93
Properties=species:S:1:pos:R:3
Zr -0.39 0.11 -1.01
Cl 5.17 -1.39 -3.04
S -1.52 0.92 1.28
O 0.23 7.31 1.65
O -0.52 -0.50 -3.14
O -2.30 0.14 -1.34
O 0.67 2.21 -4.11
O -1.33 7.45 3.22
O -0.04 1.79 -2.05
O 4.95 0.99 -4.81
O 3.01 1.90 -5.37
N -0.02 -4.00 7.24
N -1.20 -2.29 -1.20
N 0.22 -1.16 0.80
N 1.38 1.16 0.39
N 3.24 2.26 2.14
N 1.73 -0.24 -1.82
N -3.76 -3.20 -0.65
N 2.83 -1.00 -1.80
C 1.10 -1.35 3.02
C -1.29 -0.02 -4.01
C 1.89 0.66 -2.80
C -1.02 3.51 0.46
C 3.70 -0.61 -2.76
C 4.06 -3.18 0.92
C -2.94 0.74 -2.31
C -0.82 4.85 0.73
C -1.63 -2.44 0.06
C 0.03 -4.32 4.89
C 0.08 -2.69 7.05
C -2.95 -2.86 0.32
C -2.03 -2.68 -2.17
C -4.92 1.94 -3.03
C -0.66 -2.13 1.11
C -0.04 -4.79 6.19
C 3.12 0.46 -3.45
C -0.66 6.79 2.26
C 3.78 1.16 -4.61
C -3.26 1.35 -4.66
C 1.08 -0.76 1.76
C -1.66 3.17 2.77
C 1.87 -2.94 -0.76
C 1.88 2.39 0.22
C -1.05 5.37 2.01
C -1.39 2.65 1.50
C -1.52 4.52 3.01
C -0.96 -0.26 -5.45
C 2.99 -4.06 1.03
C -4.18 1.36 -2.03
C 2.93 -2.06 -0.86
C 1.90 -3.94 0.19
C -0.70 -2.76 2.35
C 2.77 2.95 1.12
C 0.15 -2.95 4.68
C -3.30 -3.16 -1.89
C 4.04 -2.16 -0.02
C 1.80 0.48 1.47
C -2.48 0.71 -3.67
C -4.46 1.94 -4.35
C 0.19 -2.11 5.80
C 0.76 1.64 -3.04
C 2.78 1.04 2.31
C 0.21 -2.37 3.33
H -5.04 2.42 -5.12
H 1.07 -4.63 0.27
H -3.98 -3.48 -2.67
H 3.21 0.49 3.14
H -1.82 -0.61 -6.01
H 2.08 2.04 -5.04
H -2.90 1.39 -5.68
H 4.91 -3.28 1.57
H 4.86 -1.47 -0.11
H 1.79 -1.00 3.78
H -0.14 -0.98 -5.52
H 0.09 -2.08 7.94
H -0.12 -5.85 6.40
H 3.03 -4.84 1.77
H -5.87 2.40 -2.80
H -1.43 -3.53 2.55
H -2.06 6.94 3.60
H -3.36 -2.89 1.32
H -1.65 -2.61 -3.19
H 3.13 3.96 1.01
H 1.56 2.94 -0.66
H -1.97 2.49 3.54
H -0.48 5.52 -0.03
H -4.50 1.35 -1.00
H 0.02 -5.00 4.05
H 0.26 -1.04 5.68
H -1.74 4.90 4.00
H 1.04 -2.86 -1.46
H -0.62 0.68 -5.90
H -0.90 3.11 -0.54
```

Computed properties:
**Net charge**: +1
**F_max**: 2.9 eV/A
**E**: -3640.18740 hartree
**Multiplicity**: 1

Results of the Mulliken charge analysis, in e, for atoms 1 through 4: number 1, Zr, carries -1.0309; number 2, Cl, carries -0.0958; number 3, S, carries -0.3976; number 4, O, carries -0.5505

=====

Here is an isolated molecule of C4H6O2S2 in a non-equilibrium geometry from OMol25. Energies are from the ωB97M-V functional and the def2-TZVPD basis.

The geometry in XYZ format:
```
14
Properties=species:S:1:pos:R:3
S -0.59 1.28 -0.55
S 3.74 -0.52 -0.24
O 1.37 -0.09 0.74
O -2.47 -0.66 0.91
C -2.13 -1.05 -0.17
C 0.28 0.80 0.96
C 2.47 0.39 0.17
C -1.11 -0.39 -1.06
H -1.55 -0.26 -2.04
H 0.67 1.76 1.34
H -2.53 -1.95 -0.61
H -0.23 -1.08 -1.19
H -0.37 0.32 1.67
H 2.44 1.47 0.08
```

Computed properties:
**Net charge**: 0
**F_max**: 1.1 eV/A
**E**: -1102.82297 hartree
**Multiplicity**: 1

Results of the Mulliken charge analysis, in e, for atoms 1 through 4: number 1, S, carries -0.0440; number 2, S, carries -0.2623; number 3, O, carries -0.2777; number 4, O, carries -0.4524

=====

Here is C50H41BrCuF3IN2O4S2Sb as an isolated structure from OMol25. Energies are from the ωB97M-V functional and the def2-TZVPD basis.

The geometry in XYZ format:
```
106
Properties=species:S:1:pos:R:3
I -0.85 -3.89 -1.83
Sb -0.37 0.36 -2.74
Br -1.30 -7.17 -3.17
Cu 1.08 -1.33 0.79
S 5.15 -1.49 2.83
S -0.47 0.70 0.84
F 0.98 6.00 -0.34
F 1.27 1.13 -8.80
F -6.61 0.81 -3.29
O -1.53 0.58 -0.17
O 0.90 0.84 0.34
O -0.24 -2.82 0.63
O -2.07 -3.66 1.61
N -0.43 -0.47 1.89
N 2.64 -1.32 2.32
C 0.22 2.97 2.23
C 1.65 -1.27 4.57
C 4.29 -1.41 5.55
C -2.16 -4.84 -6.46
C 0.81 -2.53 7.85
C 3.20 -1.38 6.40
C -3.32 -0.43 -2.44
C 5.12 -1.87 -1.76
C -0.04 4.22 2.76
C 0.89 0.99 -7.51
C 1.85 1.06 -6.52
C 4.05 -1.38 4.17
C -0.64 -1.32 6.24
C 3.87 -1.57 0.27
C -2.10 2.76 1.61
C -0.99 3.24 -1.61
C 0.72 -1.30 6.94
C 2.70 -1.96 -1.76
C -0.82 2.25 1.64
C -1.58 -5.66 -4.28
C 2.74 -1.31 3.69
C -0.67 4.45 -1.01
C -5.26 0.71 -3.21
C 1.44 0.92 -5.20
C -2.01 -3.54 -6.00
C 0.10 0.72 -4.86
C 1.66 4.07 -1.50
C 2.64 -1.70 -0.39
C -0.83 0.63 -5.90
C -1.57 6.17 3.21
C 3.92 -2.04 -2.43
C 3.79 -1.42 1.73
C -1.59 -1.36 1.99
C -1.95 -5.90 -5.60
C 1.87 -1.32 5.93
C -1.29 -2.74 1.39
C -4.71 -0.35 -2.52
C 5.10 -1.64 -0.39
C -3.10 1.56 -3.74
C 0.82 -0.02 7.78
C -1.32 4.77 2.71
C -2.35 4.02 2.15
C -1.42 -4.37 -3.80
C -4.49 1.67 -3.83
C -0.44 0.77 -7.23
C -1.64 -3.31 -4.69
C -2.50 0.52 -3.04
C 0.65 4.84 -0.96
C -0.01 2.42 -2.16
C 1.32 2.86 -2.09
H -5.35 -1.09 -2.05
H 0.76 4.79 3.20
H -0.76 -2.20 5.61
H 1.73 -2.54 8.44
H 2.19 0.95 -4.42
H -2.44 -5.03 -7.49
H -2.17 -2.70 -6.67
H -1.53 -2.30 -4.33
H -2.07 -6.92 -5.94
H 6.06 -1.91 -2.29
H -0.78 -0.43 5.61
H -1.28 6.28 4.26
H 1.21 2.55 2.23
H -4.96 2.48 -4.37
H -0.04 -2.54 8.54
H -2.62 6.44 3.12
H -2.45 -0.97 1.43
H -2.88 -1.26 -1.88
H 3.39 -1.41 7.47
H 1.73 -0.02 8.39
H 2.69 4.40 -1.44
H -2.89 2.19 1.13
H 3.93 -2.25 -3.50
H 2.12 2.23 -2.48
H 5.30 -1.46 5.94
H -2.49 2.31 -4.23
H -1.89 -1.48 3.03
H 0.67 -1.20 4.13
H -1.43 5.08 -0.56
H 1.79 -2.12 -2.32
H -2.02 2.92 -1.61
H 6.03 -1.53 0.16
H -1.43 -1.33 6.99
H -3.36 4.43 2.12
H -1.88 0.46 -5.68
H 0.78 -3.45 7.26
H 2.88 1.22 -6.78
H -0.98 6.88 2.63
H -0.04 0.06 8.46
H -1.16 0.70 -8.04
H 0.84 0.86 7.14
```

Computed properties:
**Net charge**: -1
**F_max**: 0.9 eV/A
**E**: -8188.92634 hartree
**Multiplicity**: 2

Results of the Mulliken charge analysis, in e, for atoms 1 through 4: number 1, I, carries 0.4112; number 2, Sb, carries 0.6611; number 3, Br, carries -0.2130; number 4, Cu, carries -0.8491

=====

Here is C6H10O as an isolated structure from OMol25. Energies are from the ωB97M-V functional and the def2-TZVPD basis.

The geometry in XYZ format:
```
17
Properties=species:S:1:pos:R:3
O 0.40 0.05 1.30
C -1.91 -0.08 0.65
C -0.59 -0.87 0.80
C -1.36 0.42 -0.73
C 2.18 0.77 -0.23
C -0.16 -0.58 -0.64
C 1.13 -0.25 0.11
H -2.03 0.17 -1.56
H -2.04 0.70 1.40
H -2.83 -0.67 0.57
H -1.12 1.48 -0.80
H 1.58 -1.25 0.26
H 2.91 0.80 0.59
H 1.77 1.77 -0.35
H -0.36 -1.87 1.18
H 2.69 0.47 -1.15
H -0.11 -1.34 -1.42
```

Computed properties:
**Net charge**: 0
**F_max**: 1.0 eV/A
**E**: -309.77481 hartree
**Multiplicity**: 1

Results of the Mulliken charge analysis, in e, for atoms 1 through 4: number 1, O, carries -0.4969; number 2, C, carries -0.7802; number 3, C, carries 0.0584; number 4, C, carries -0.6897

=====

Here is an isolated molecule of C5H8F3N3O in a non-equilibrium geometry from OMol25. Energies are from the ωB97M-V functional and the def2-TZVPD basis.

The geometry in XYZ format:
```
20
Properties=species:S:1:pos:R:3
F -0.05 -3.04 0.55
F -1.11 -2.23 -1.15
F 1.02 -1.84 -0.84
O 0.04 2.33 -1.06
N -0.93 0.37 -0.23
N 0.75 -0.22 1.30
N 1.02 1.04 0.55
C -0.48 -0.68 0.56
C -0.13 -1.92 -0.23
C -2.33 0.38 -0.57
C 2.41 1.07 0.04
C 0.04 1.34 -0.34
H -2.67 1.27 -1.03
H -1.18 -1.02 1.38
H -2.87 0.11 0.36
H 0.48 0.03 2.24
H 2.44 1.80 -0.80
H 2.77 0.17 -0.32
H 3.07 1.50 0.80
H -2.31 -0.48 -1.20
```

Computed properties:
**Net charge**: 0
**F_max**: 3.9 eV/A
**E**: -734.41137 hartree
**Multiplicity**: 1

Results of the Mulliken charge analysis, in e, for atoms 1 through 4: number 1, F, carries -0.3027; number 2, F, carries -0.3076; number 3, F, carries -0.2522; number 4, O, carries -0.6723

=====

multiplicity of number 3 (C4H6O2S2)?
1

=====

What is the E in the first record?
-1896.59604 hartree

=====

Repeat the first record exactly.
Here is a 3-piece molecular cluster, C23H31NO2S2 overall in a non-equilibrium geometry from OMol25. Energies are from the ωB97M-V functional and the def2-TZVPD basis.

The geometry in XYZ format:
```
59
Properties=species:S:1:pos:R:3
S -1.41 1.50 0.03
S 5.49 0.54 0.51
O -2.46 6.22 1.75
O 0.61 -4.11 -3.23
N -0.03 -0.66 1.42
C 6.44 -0.90 1.11
C 2.12 -0.33 0.35
C 0.80 0.05 0.52
C -1.64 -3.51 -3.67
C -3.29 -0.51 -0.32
C 4.35 -0.12 -0.75
C 0.31 1.11 -0.23
C -1.97 4.87 1.76
C 1.10 1.78 -1.12
C 2.92 0.34 -0.56
C 0.18 -3.22 -2.19
C -2.95 -2.71 0.44
C 5.52 -2.08 1.55
C -0.39 -4.17 -4.24
C -3.91 4.93 3.10
C -2.58 4.20 2.98
C -3.53 6.34 2.69
C 2.42 1.40 -1.29
C -1.27 -1.05 0.88
C -1.75 -2.34 0.98
C -3.76 -1.80 -0.21
C -1.03 -2.48 -2.73
C -2.07 -0.15 0.19
H 4.66 0.10 -1.78
H 7.02 -0.52 1.96
H -0.56 -5.22 -4.52
H -3.87 0.26 -0.83
H -4.36 6.89 2.23
H -1.97 4.39 3.87
H -1.71 -2.15 -1.95
H -0.02 -3.64 -5.12
H 4.49 -1.75 1.72
H -2.22 -4.24 -3.10
H 2.49 -1.16 0.94
H 4.33 -1.22 -0.66
H -4.71 -2.11 -0.64
H 3.11 1.89 -1.97
H 0.47 -1.46 1.80
H -4.35 4.88 4.10
H 5.92 -2.55 2.45
H -1.17 -3.11 1.48
H 0.69 2.59 -1.72
H -2.29 4.38 0.84
H -2.68 3.12 2.86
H -0.71 -1.60 -3.30
H -2.28 -3.08 -4.44
H -0.09 -3.82 -1.31
H -3.31 -3.73 0.50
H 5.47 -2.80 0.73
H 7.13 -1.27 0.34
H -4.63 4.51 2.39
H -3.17 6.92 3.54
H 0.99 -2.55 -1.92
H -0.88 4.88 1.79
```

Computed properties:
**Net charge**: 0
**F_max**: 1.7 eV/A
**E**: -1896.59604 hartree
**Multiplicity**: 1

Results of the Mulliken charge analysis, in e, for atoms 1 through 4: number 1, S, carries -0.3443; number 2, S, carries -0.1216; number 3, O, carries -0.4373; number 4, O, carries -0.4540